# 1
Entry from OMol25: a molecular structure, C18H51N4O10V (ωB97M-V with the def2-TZVPD basis set).

Results
* 2S+1: 2
* charge: +1
* LUMO (alpha / beta): -3.91 / -6.27 eV
* molar mass: 534.57 u
* gap between HOMO and LUMO (alpha / beta): 7.89 / 5.53 eV

```
84
Properties=species:S:1:pos:R:3:forces:R:3
O -1.107 0.242 -1.063 2.0 -1.7 1.8
V -0.166 -0.181 0.187 -0.5 1.9 -1.0
O 1.064 -1.101 -0.252 -2.0 0.6 0.0
C -1.978 -4.143 1.773 0.0 1.8 -1.1
C -1.448 -3.014 0.775 0.2 -1.0 0.8
C -1.983 -3.287 -0.667 -0.8 0.6 -0.3
O -1.714 -1.689 1.168 1.0 -0.6 -0.8
H -1.479 -4.133 2.741 0.0 0.2 -0.1
H -1.859 -5.135 1.336 0.0 0.2 -0.1
H -3.033 -3.883 1.862 -0.1 -0.5 0.4
H -0.366 -3.043 0.645 0.4 -0.2 0.0
H -1.833 -4.329 -0.947 0.3 0.1 0.3
H -1.563 -2.638 -1.436 0.3 0.0 0.2
H -3.057 -3.097 -0.676 -0.1 -0.1 0.1
C 1.553 0.190 3.125 0.8 -0.3 -2.5
O 0.972 0.397 2.059 -0.8 0.3 -0.7
N 1.238 -0.667 4.017 -3.7 -3.6 3.3
N 2.751 0.571 3.484 3.5 3.2 -0.7
H 1.925 -0.782 4.748 -1.1 -0.9 0.0
H 0.418 -1.251 3.930 0.2 0.1 0.4
H 2.971 0.443 4.461 0.7 0.7 -0.6
H 3.325 1.157 2.895 -0.1 0.1 0.3
C -1.849 2.415 1.882 -1.7 2.8 1.6
O -1.215 1.746 1.170 3.7 -4.6 -5.2
N -2.486 3.504 1.599 -1.6 3.1 -1.6
N -1.921 2.196 3.144 0.3 -2.2 5.3
H -2.794 4.025 2.407 -0.3 0.4 -0.9
H -2.549 3.865 0.658 -0.3 0.3 -0.1
H -2.477 2.774 3.759 0.2 -0.7 0.1
H -1.496 1.329 3.441 -0.3 0.4 0.5
C -5.741 -0.039 -1.024 -1.7 0.8 -1.1
C -4.416 0.057 -0.366 0.1 -0.3 -0.6
O -4.495 -0.633 0.819 -0.1 -1.5 2.2
H -6.538 0.379 -0.410 0.2 0.4 0.2
H -6.205 -0.976 -1.333 1.0 -0.7 0.3
H -5.716 0.518 -1.961 0.0 0.4 0.0
H -4.186 1.089 -0.102 0.2 0.3 -0.7
H -3.658 -0.418 -0.989 0.3 0.5 -0.3
H -3.619 -0.891 1.117 0.0 0.1 0.1
C 2.011 3.367 0.928 -1.3 -0.4 0.1
C 1.418 3.180 -0.467 0.9 1.2 0.6
O 1.392 1.839 -0.784 0.0 -2.5 -0.3
H 1.243 3.028 1.624 0.0 0.3 0.4
H 2.264 4.413 1.102 0.1 -0.2 0.2
H 2.830 2.666 1.085 0.4 0.4 -0.3
H 2.132 3.658 -1.139 -0.5 0.4 -0.4
H 0.386 3.515 -0.575 0.2 0.8 0.2
H 1.755 1.750 -1.668 -0.2 -0.5 -0.1
C 3.842 -2.840 1.289 -0.6 -0.4 -0.2
C 3.715 -3.664 2.571 -0.4 0.0 -1.5
C 2.243 -3.909 2.892 -0.3 0.4 0.0
O 4.372 -4.908 2.379 0.4 0.3 0.7
H 3.325 -1.896 1.461 0.5 0.4 -0.3
H 3.304 -3.292 0.456 -0.3 -0.3 0.0
H 4.871 -2.814 0.929 0.1 0.6 0.4
H 4.182 -3.005 3.302 0.4 -0.9 0.6
H 1.889 -3.099 3.531 -0.3 -0.2 0.1
H 2.023 -4.887 3.320 0.4 0.2 0.4
H 1.658 -3.880 1.973 -0.1 0.1 -0.2
H 3.964 -5.267 1.588 0.1 -0.3 -0.1
C -2.437 3.136 -2.281 0.6 0.0 -0.2
C -2.809 4.607 -2.276 -1.6 -0.9 -1.0
C -3.958 4.924 -3.289 0.5 0.1 -0.2
O -3.341 4.834 -0.983 0.2 0.3 1.0
H -1.959 2.880 -3.227 -0.1 -0.1 -0.1
H -3.261 2.447 -2.092 -0.2 0.3 -0.1
H -1.704 2.944 -1.498 0.1 0.0 0.1
H -1.899 5.187 -2.429 -0.1 0.3 -0.2
H -3.702 4.848 -4.346 0.5 -0.1 0.0
H -4.352 5.933 -3.169 0.2 0.1 0.2
H -4.814 4.260 -3.171 0.2 -0.2 0.4
H -3.380 5.779 -0.819 -0.2 0.2 0.0
C 5.255 -1.612 -4.247 0.4 -1.4 0.3
C 3.799 -1.639 -3.906 0.6 0.5 0.3
C 3.589 -1.263 -2.470 -0.7 0.9 0.8
O 3.220 -0.699 -4.786 -1.3 0.5 -0.1
H 5.341 -1.969 -5.273 0.6 0.0 0.1
H 5.732 -2.278 -3.528 0.6 -0.3 -0.3
H 5.721 -0.633 -4.130 -0.4 0.1 -0.1
H 3.289 -2.593 -4.041 0.4 -0.4 -0.3
H 2.615 -0.778 -2.403 -0.1 -0.1 0.2
H 4.315 -0.557 -2.067 0.2 0.2 -0.3
H 3.597 -2.083 -1.751 -0.1 -0.3 -0.3
H 3.055 -1.194 -5.592 -0.1 0.3 -0.2
```
Positions in Å, forces in eV/Å.

---

# 2
Entry from OMol25: 10 unconnected molecules or ions with the total composition C18H51NO9S5 (ωB97M-V with the def2-TZVPD basis set).

Results
* 2S+1: 1
* LUMO: 0.07 eV
* molar mass: 585.94 u
* energy relative to the best compared isomer or geometry (same formula, charge and spin): 2.0 kcal per mole
* gap between HOMO and LUMO: 8.49 eV

```
84
Properties=species:S:1:pos:R:3:forces:R:3
C -1.827 -3.387 2.912 -0.4 0.3 0.2
O -1.262 -2.358 3.718 0.1 0.0 0.1
H -2.257 -2.883 2.047 0.1 -0.2 -0.2
H -1.090 -4.130 2.609 0.1 0.1 -0.1
H -2.658 -3.881 3.424 0.1 -0.1 0.0
H -1.279 -2.636 4.637 0.0 0.0 0.0
C -1.647 1.108 3.623 0.5 0.0 -0.4
O -2.147 1.978 2.617 0.1 0.1 0.2
H -2.321 0.258 3.691 0.0 0.0 0.2
H -0.658 0.716 3.347 -0.1 -0.1 -0.1
H -1.509 1.608 4.586 -0.3 0.0 0.1
H -1.394 2.475 2.272 -0.1 -0.1 -0.2
C -0.864 -5.504 -0.250 -0.4 -2.2 0.3
O -0.699 -6.920 -0.564 0.1 0.6 -0.4
H -0.704 -4.946 -1.163 0.2 0.1 0.1
H -1.908 -5.417 0.072 0.2 0.7 0.1
H -0.158 -5.301 0.556 -0.1 0.8 -0.2
H -0.820 -7.409 0.252 0.0 0.0 0.0
C 1.068 3.452 -1.964 -0.4 0.3 -0.2
O 1.849 2.573 -1.183 0.3 0.1 0.0
H 1.597 3.751 -2.868 0.3 -0.2 0.1
H 0.127 3.003 -2.293 0.0 -0.1 0.1
H 0.823 4.373 -1.428 0.0 0.0 0.1
H 1.419 2.491 -0.312 -0.2 0.0 -0.4
N -0.071 0.081 -0.259 -0.7 -1.4 -0.2
C 0.457 -0.419 -1.432 0.9 1.1 0.3
C 0.090 -1.716 -1.582 -0.2 -1.0 0.1
C -0.756 -2.058 -0.485 0.1 0.7 0.5
C -0.808 -0.935 0.296 -0.3 0.5 0.5
H 0.088 0.937 0.262 0.1 0.1 -0.6
H 1.123 0.190 -2.023 0.0 0.0 0.0
H 0.470 -2.406 -2.319 -0.2 0.2 -0.2
H -1.273 -2.952 -0.189 0.1 -0.2 -0.4
H -1.353 -0.748 1.211 0.2 -0.1 0.0
C -4.603 1.053 -1.251 -0.9 0.2 -1.1
S -5.253 -0.516 -0.586 -0.4 0.9 0.5
O -6.731 -0.321 -0.406 0.7 -0.2 0.0
C -4.499 -0.302 1.061 0.6 0.6 0.4
H -5.374 1.518 -1.880 -0.6 -0.4 0.5
H -3.907 0.901 -2.077 0.8 -0.1 0.8
H -4.392 1.787 -0.482 0.6 -0.2 0.1
H -4.630 0.724 1.416 -0.5 -0.1 -0.1
H -3.405 -0.377 1.063 -0.2 -0.4 -0.5
H -4.895 -0.983 1.810 -0.2 -0.2 -0.3
C -4.689 -1.187 -4.802 -0.7 0.1 0.0
S -3.314 -0.008 -4.884 -0.4 -0.2 -0.4
O -3.844 1.288 -4.339 0.4 -0.7 0.1
C -2.137 -0.731 -3.720 -0.8 0.2 0.8
H -4.457 -2.189 -5.159 0.4 0.1 -0.1
H -5.435 -0.746 -5.468 0.2 -0.1 -0.2
H -5.218 -1.273 -3.849 0.6 0.2 0.3
H -1.834 -1.747 -3.964 0.2 0.2 -0.6
H -2.568 -0.830 -2.720 -0.1 0.3 0.0
H -1.332 -0.003 -3.685 0.3 -0.3 0.0
C 5.753 3.536 -2.208 -0.3 0.0 -0.3
S 6.282 1.902 -1.660 0.2 0.3 1.1
O 6.048 1.954 -0.167 0.3 -0.1 -0.6
C 4.933 0.890 -2.242 0.1 -0.8 0.5
H 5.097 3.414 -3.069 0.0 0.2 0.0
H 6.588 4.187 -2.455 0.2 -0.2 0.0
H 5.231 3.959 -1.352 -0.2 -0.1 -0.1
H 3.980 1.330 -1.956 -0.1 0.1 -0.3
H 5.093 0.001 -1.624 -0.2 0.0 0.1
H 5.026 0.512 -3.259 -0.1 0.6 -0.2
C 1.361 4.958 1.578 -0.4 -0.5 -0.8
S 1.318 3.234 2.147 0.4 0.5 0.7
O 0.388 2.510 1.186 0.7 0.4 0.1
C 3.065 2.867 1.782 -0.3 -0.5 -0.9
H 1.863 5.654 2.243 0.0 -0.2 0.3
H 0.318 5.231 1.416 0.0 0.1 0.2
H 1.850 4.950 0.603 0.1 0.1 0.0
H 3.657 2.934 2.689 0.0 0.2 0.0
H 3.427 3.480 0.958 0.1 0.3 0.3
H 3.150 1.859 1.367 -0.2 -0.1 0.4
C 2.626 -1.135 1.429 0.0 0.2 0.4
S 2.521 -2.723 2.287 -0.1 -0.9 -0.3
O 3.661 -3.595 1.850 -0.3 0.6 0.2
C 2.900 -2.197 3.986 -0.1 0.4 -0.9
H 3.448 -0.532 1.816 0.1 -0.1 -0.1
H 1.676 -0.615 1.556 0.0 -0.1 0.2
H 2.724 -1.317 0.360 0.2 -0.2 0.1
H 2.670 -3.030 4.640 0.1 -0.1 0.0
H 2.261 -1.344 4.217 0.0 0.0 0.1
H 3.953 -1.922 3.987 0.0 0.0 0.2
```
Positions in Å, forces in eV/Å.